No. 1
{"formula": "C27H59N3O3", "method": "the ωB97M-V functional and the def2-TZVPD basis", "homo_energy_ev": -7.9, "gap_ev": 8.689, "spin_multiplicity": 1, "max_force_ev_per_a": 1.085, "symbols": ["C", "C", "O", "C", "O", "N", "C", "C", "C", "C", "C", "C", "C", "C", "C", "C", "C", "O", "C", "H", "H", "H", "H", "H", "H", "H", "H", "H", "H", "H", "H", "H", "H", "H", "H", "H", "H", "H", "H", "H", "H", "H", "H", "H", "H", "H", "H", "H", "C", "C", "N", "C", "C", "C", "C", "H", "H", "H", "H", "H", "H", "H", "H", "H", "H", "H", "H", "H", "H", "H", "C", "C", "N", "C", "C", "C", "C", "H", "H", "H", "H", "H", "H", "H", "H", "H", "H", "H", "H", "H", "H", "H"], "xyz": [[2.70087, -1.65234, -1.91590], [2.58613, -0.44476, -1.41003], [1.57497, 0.44122, -1.77111], [1.77548, 1.17046, -2.92081], [2.23200, 0.69895, -3.92868], [1.31515, 2.46659, -2.77803], [1.86190, 3.26417, -1.66247], [3.10230, 4.06724, -2.06723], [4.39100, 3.28216, -1.80200], [5.62157, 3.86501, -2.50293], [6.09167, 5.22337, -1.95870], [7.24003, 5.18220, -0.94585], [6.99048, 4.33332, 0.31233], [6.49786, 5.16625, 1.49846], [6.00270, 4.32497, 2.67439], [4.74037, 3.49369, 2.36246], [3.46901, 3.88653, 3.13940], [2.37001, 4.15419, 2.28458], [2.44039, 5.41969, 1.66616], [2.25450, -1.90776, -2.86647], [3.25282, -2.39667, -1.35905], [3.29772, -0.01444, -0.71409], [1.49896, 2.91510, -3.66837], [1.07276, 3.92768, -1.30788], [2.11048, 2.58255, -0.85087], [3.10823, 4.96137, -1.43910], [3.04229, 4.37809, -3.11387], [4.26450, 2.23665, -2.10320], [4.53484, 3.27575, -0.72028], [5.32095, 4.01316, -3.54543], [6.44012, 3.14217, -2.53186], [5.23363, 5.77155, -1.55768], [6.44320, 5.81761, -2.80619], [7.41134, 6.20988, -0.61125], [8.15266, 4.83755, -1.43509], [6.32422, 3.49385, 0.11629], [7.94190, 3.88422, 0.61314], [5.73322, 5.88419, 1.18300], [7.35267, 5.75294, 1.84795], [5.76273, 5.01127, 3.49280], [6.81113, 3.69265, 3.04617], [4.95550, 2.44268, 2.56194], [4.49364, 3.56704, 1.30216], [3.14953, 3.06716, 3.78156], [3.66458, 4.76016, 3.77444], [1.89552, 6.16951, 2.24938], [3.47191, 5.76013, 1.53295], [1.96825, 5.35072, 0.68564], [-1.67175, 0.63835, -2.02039], [-2.72309, 0.00191, -1.12588], [-3.07436, -1.34757, -1.53671], [-4.24399, -1.87235, -0.85757], [-4.16318, -2.09768, 0.65696], [-1.95735, -2.26867, -1.67758], [-1.06272, -2.51127, -0.45447], [-1.99095, 0.63222, -3.06418], [-1.50649, 1.67431, -1.72153], [-0.71511, 0.12628, -1.94296], [-3.63646, 0.60249, -1.16502], [-2.36851, 0.04973, -0.08323], [-4.52469, -2.81232, -1.34253], [-5.07133, -1.18383, -1.05822], [-3.56900, -2.97673, 0.90368], [-5.16728, -2.26588, 1.05369], [-3.74561, -1.23796, 1.18205], [-1.32553, -1.90718, -2.49193], [-2.35808, -3.22204, -2.03295], [-0.81659, -1.58042, 0.05873], [-0.12228, -2.96452, -0.77427], [-1.52011, -3.18826, 0.26666], [-8.82939, -5.21589, 2.28316], [-7.43745, -5.10045, 1.68109], [-6.45778, -5.95151, 2.33425], [-5.09027, -5.64765, 1.95194], [-4.67865, -5.88421, 0.49278], [-6.79951, -7.36221, 2.40859], [-7.06451, -8.11080, 1.09535], [-8.80453, -5.01876, 3.35572], [-9.49281, -4.48707, 1.81573], [-9.26701, -6.20173, 2.12303], [-7.09403, -4.06838, 1.79527], [-7.50719, -5.28324, 0.59651], [-4.41861, -6.20922, 2.60757], [-4.91182, -4.59530, 2.19193], [-4.54362, -6.94386, 0.27963], [-3.72076, -5.39489, 0.30017], [-5.40210, -5.47357, -0.21254], [-7.68558, -7.45930, 3.04012], [-6.00312, -7.86632, 2.96205], [-7.69123, -7.53045, 0.41654], [-7.58833, -9.04524, 1.30600], [-6.14495, -8.36823, 0.57197]], "mulliken_charge": [-0.76, -0.13, -0.09, 0.41, -0.62, -0.09, -0.72, -0.53, 1.26, -1.05, -0.61, -1.03, -0.37, -0.62, -0.98, 0.66, -0.82, -0.37, -0.29, 0.29, 0.26, 0.31, 0.30, 0.22, 0.40, 0.28, 0.29, -0.02, -0.84, 0.47, 0.41, 0.31, 0.32, 0.38, 0.38, 0.33, 0.36, 0.24, 0.37, 0.40, 0.37, 0.52, -0.75, 0.30, 0.37, 0.34, 0.06, 0.04, -0.82, -0.37, 0.12, -0.92, -0.41, -0.75, -0.91, 0.32, 0.45, -0.26, 0.45, 0.25, 0.38, 0.43, -0.07, 0.18, 0.35, 0.39, 0.37, 0.19, 0.36, 0.29, -1.52, -0.06, 0.08, -0.71, -0.91, -0.75, -0.95, 0.34, 0.45, 0.32, 0.21, 0.25, 0.32, 0.41, 0.34, 0.33, 0.20, 0.42, 0.35, 0.24, 0.37, 0.28]}

***

No. 2
{"formula": "C29H58I2NO13P4", "method": "the ωB97M-V functional and the def2-TZVPD basis", "homo_energy_ev": -4.7, "gap_ev": 6.431, "spin_multiplicity": 1, "charge": -1, "max_force_ev_per_a": 6.095, "symbols": ["C", "C", "P", "N", "C", "C", "C", "C", "C", "C", "C", "C", "C", "C", "O", "C", "C", "I", "C", "C", "I", "C", "O", "P", "O", "O", "O", "H", "H", "H", "H", "H", "H", "H", "H", "H", "H", "H", "H", "H", "H", "H", "H", "H", "H", "H", "H", "H", "H", "H", "H", "H", "H", "H", "H", "O", "P", "O", "C", "C", "O", "C", "C", "O", "C", "C", "H", "H", "H", "H", "H", "H", "H", "H", "H", "H", "H", "H", "H", "H", "H", "O", "P", "O", "C", "C", "O", "C", "C", "O", "C", "C", "H", "H", "H", "H", "H", "H", "H", "H", "H", "H", "H", "H", "H", "H", "H"], "xyz": [[5.63563, 1.12141, 5.87014], [4.77324, 0.26303, 4.93691], [4.48201, 0.89119, 3.14076], [4.03816, -0.83107, 2.77719], [4.51834, 2.77225, 3.57325], [5.87382, 3.51270, 3.47796], [6.27974, 0.75830, 2.57051], [6.75773, -0.63915, 2.07034], [6.41944, -0.97921, 0.63757], [5.59135, -2.01138, 0.23438], [5.37682, -2.26891, -1.11647], [6.00501, -1.51201, -2.07913], [6.83500, -0.45417, -1.70889], [7.02636, -0.21590, -0.36412], [2.72591, 1.06556, 3.62215], [1.87308, 1.02130, 2.51873], [0.68781, 1.93277, 2.93795], [1.01295, 3.20107, 4.63002], [-0.52796, 2.01836, 2.40353], [-1.65122, 2.92494, 2.86059], [-1.06547, 0.79718, 0.74182], [2.67742, 1.43638, 1.22730], [2.37613, 2.73774, 0.73074], [2.65314, 0.30330, -0.32834], [1.57349, -0.97329, -0.11782], [2.25419, 1.20438, -1.67077], [4.02932, 1.38751, 1.50170], [6.63207, 1.36214, 5.49155], [5.80546, 0.54623, 6.79593], [5.16354, 2.05043, 6.20509], [3.80181, 0.03633, 5.38260], [5.28730, -0.70106, 4.82435], [3.78671, -0.99952, 1.81196], [3.35915, -1.19737, 3.42641], [4.08219, 2.96429, 4.55866], [3.86250, 3.30915, 2.88066], [6.67168, 3.09773, 4.09311], [6.18754, 3.57779, 2.43085], [5.71793, 4.55918, 3.78613], [6.40362, 1.42252, 1.71151], [6.98618, 0.99980, 3.36784], [6.52515, -1.44254, 2.77007], [7.86053, -0.57272, 2.09012], [5.10509, -2.62346, 0.98695], [4.71764, -3.08013, -1.41072], [5.86916, -1.71844, -3.13694], [7.34305, 0.13954, -2.46118], [7.69383, 0.59118, -0.06736], [1.42665, 0.01618, 2.42561], [-1.29700, 3.91310, 3.14437], [-2.26199, 2.45601, 3.63712], [-2.31588, 3.07008, 2.00037], [2.11642, 3.31445, 1.46092], [0.79923, -0.80687, -0.67533], [1.34380, 1.07325, -1.97882], [-7.71676, 2.72302, 0.59020], [-7.56191, 1.61284, 1.56868], [-7.68668, 0.25143, 0.66819], [-7.12331, 0.18900, -0.63917], [-5.61587, 0.02021, -0.62189], [-9.00136, 1.62353, 2.33433], [-9.91149, 2.71052, 2.19740], [-10.95085, 2.40535, 1.13905], [-6.91833, 0.92775, 2.88904], [-5.95998, -0.12942, 2.88353], [-4.53753, 0.38703, 2.83462], [-7.39786, 1.06671, -1.22698], [-7.57915, -0.67318, -1.12930], [-5.13343, 0.85074, -0.10108], [-5.22300, -0.02174, -1.63843], [-5.32962, -0.90140, -0.11228], [-9.38760, 3.64115, 1.98313], [-10.40188, 2.83452, 3.16568], [-10.48406, 2.22261, 0.17056], [-11.65627, 3.23196, 1.03723], [-11.50479, 1.50245, 1.40182], [-6.15309, -0.85489, 2.09591], [-6.11373, -0.66323, 3.82360], [-4.37500, 1.00778, 1.95160], [-3.83025, -0.44221, 2.81614], [-4.32403, 1.00719, 3.70604], [-1.17409, -1.20383, -4.51083], [-0.55570, -2.40224, -5.14045], [-1.83465, -3.32499, -5.59451], [-3.02110, -2.72543, -6.09897], [-2.87627, -2.25073, -7.53208], [-0.00184, -3.23008, -3.85906], [0.08647, -2.63107, -2.56547], [-1.13056, -2.97816, -1.73285], [0.56360, -3.15261, -6.04914], [0.36341, -3.65322, -7.36540], [0.66385, -2.61022, -8.42424], [-3.34706, -1.90219, -5.46073], [-3.79825, -3.49017, -6.04782], [-2.07651, -1.51166, -7.62044], [-3.80461, -1.79658, -7.88088], [-2.63626, -3.08164, -8.19802], [0.22597, -1.55284, -2.64221], [0.98124, -3.03350, -2.09007], [-2.05007, -2.63531, -2.21115], [-1.06742, -2.52985, -0.73891], [-1.21633, -4.06018, -1.62179], [-0.62547, -4.08968, -7.49382], [1.07039, -4.47858, -7.47090], [0.04081, -1.72386, -8.29055], [0.49087, -3.01642, -9.42159], [1.70258, -2.28620, -8.35558]], "mulliken_charge": [-1.29, -0.37, 1.92, -0.77, 0.08, -1.46, -0.86, -1.49, 0.58, 0.15, -0.66, -0.30, -0.87, -0.33, -0.77, 1.25, -1.49, -0.01, 0.38, -1.64, 0.11, 0.16, -0.61, 0.31, -0.43, -0.51, -0.61, 0.18, 0.44, 0.31, 0.35, 0.40, -0.30, 0.32, 0.25, -0.10, 0.21, 0.29, 0.42, 0.51, 0.41, 0.29, 0.60, 0.30, 0.36, 0.35, 0.39, 0.29, 0.33, 0.54, 0.29, 0.42, 0.47, -0.14, 0.30, -0.82, 1.14, -0.39, -0.39, -0.82, -0.36, -0.29, -1.04, -0.37, -0.39, -0.68, 0.30, 0.35, 0.11, 0.42, 0.26, 0.33, 0.33, 0.27, 0.38, 0.27, 0.29, 0.37, 0.03, 0.38, 0.33, -0.83, 1.11, -0.37, -0.32, -0.89, -0.38, -0.17, -1.02, -0.33, -0.17, -1.08, 0.28, 0.36, 0.15, 0.40, 0.25, 0.29, 0.26, 0.25, 0.38, 0.31, 0.24, 0.36, 0.27, 0.35, 0.34]}